[1]
# C17H16Br2CrF3N3O3Se2

A molecular structure, C17H16Br2CrF3N3O3Se2 (wB97M-V/def2-TZVPD, the Open Molecules 2025 dataset).

⟨S²⟩: 0.76
Relative energy (zero: lowest compared OMol25 entry of this formula, charge and spin): 0.085 eV
Net charge: +1
Multiplicity: 2
E: -335849.019 eV

Structure (XYZ):
```
47
Properties=species:S:1:pos:R:3:forces:R:3
Cr 0.421479 -0.391830 0.612502 -0.533 0.331 -0.040
Br 7.029697 -0.726844 0.860250 0.210 -0.017 0.001
C 5.179042 -0.559229 0.772162 0.032 -0.078 -0.025
C 4.557329 0.566462 1.280396 -0.125 0.113 0.053
C 3.180675 0.632823 1.212046 0.024 -0.125 -0.021
N 2.440148 -0.336281 0.662713 0.216 -0.088 0.269
C 3.056848 -1.414149 0.141822 -0.269 -0.093 -0.219
C 4.424779 -1.565019 0.186508 0.064 -0.027 -0.019
C 2.148043 -2.366247 -0.551295 0.136 0.282 0.210
C 2.562991 -3.550996 -1.117605 0.051 -0.036 -0.082
C 1.624741 -4.314168 -1.795449 0.050 -0.026 -0.003
Br 2.139928 -5.923784 -2.579305 0.039 -0.145 -0.075
C 0.315395 -3.877695 -1.893749 -0.148 0.057 0.017
C -0.024805 -2.692434 -1.271254 0.128 0.079 -0.013
N 0.872464 -1.955290 -0.609029 -0.042 -0.220 -0.083
H 5.121912 1.371025 1.728366 -0.002 -0.016 -0.011
H 2.644997 1.479546 1.614110 -0.010 0.035 0.003
H 4.906560 -2.432271 -0.239505 0.016 0.026 0.029
H 3.588380 -3.881105 -1.050462 -0.014 -0.019 0.001
H -0.429594 -4.446781 -2.430242 0.011 0.000 0.007
H -1.037089 -2.310864 -1.296265 -0.003 0.005 0.023
C -0.888519 0.406793 3.959367 0.022 -0.038 0.046
Se 0.002652 1.322681 2.514585 0.347 -0.141 -0.062
C -1.366657 2.642011 2.126277 0.075 0.097 0.094
C -2.772754 2.122952 1.943932 -0.147 0.132 0.031
Se -3.148136 1.538594 0.130243 -0.124 -0.025 -0.107
C -4.535515 0.272261 0.618678 -0.016 -0.009 -0.073
H -1.090172 1.137335 4.737586 -0.042 -0.020 0.040
H -0.205908 -0.352384 4.330004 -0.009 -0.011 0.016
H -1.808734 -0.052377 3.610603 0.037 -0.024 0.069
H -0.993562 3.194872 1.265501 -0.038 0.020 -0.045
H -1.305162 3.296737 2.994517 -0.068 0.110 -0.028
H -3.457959 2.935381 2.184565 -0.046 -0.031 0.032
H -2.992770 1.297725 2.620191 -0.025 0.049 -0.039
H -5.326101 0.771809 1.172580 0.008 0.013 -0.003
H -4.112249 -0.547663 1.195433 0.015 0.029 -0.021
H -4.946669 -0.113544 -0.310905 -0.018 -0.025 0.005
O -0.639097 1.762757 -2.732927 -0.050 0.087 -0.150
C -0.219167 1.309073 -1.751061 0.167 -0.189 0.462
N 0.221028 0.846187 -0.722883 -0.110 0.006 -0.262
F -2.314988 -2.537880 3.623679 -0.131 -0.010 0.090
C -1.847108 -3.033025 2.472999 0.279 0.047 -0.027
F -1.108063 -4.104699 2.739606 -0.009 -0.007 0.016
F -2.866390 -3.392377 1.705853 -0.169 -0.001 -0.034
C -1.001274 -1.953555 1.772609 0.548 0.054 0.012
O 0.241162 -1.868673 2.039403 -0.408 0.057 -0.212
O -1.517569 -1.172529 0.949891 0.081 -0.209 0.129
```
Positions in Å, forces in eV/Å.

---

[2]
# C56H49N6O3P2S2Zn

A molecular structure, C56H49N6O3P2S2Zn at a distorted geometry (wB97M-V/def2-TZVPD, the Open Molecules 2025 dataset).

Relative energy (zero: lowest compared OMol25 entry of this formula, charge and spin): 0.000 eV
Net charge: -1
E: -162620.526 eV

Structure (XYZ):
```
119
Properties=species:S:1:pos:R:3:forces:R:3
Zn 0.034843 0.920858 -2.149221 -0.595 -0.238 0.296
N -2.462867 1.205366 4.731961 0.916 -0.334 -0.497
C -2.230161 1.797668 3.471998 -0.795 -0.410 1.109
C -1.319244 1.232400 2.625174 0.699 -0.489 -0.258
C -1.101341 1.724918 1.360719 0.799 -0.247 -0.468
C -1.759546 2.862466 0.968213 -0.795 0.396 -0.489
C -2.698264 3.463165 1.812729 0.400 -0.377 0.194
C -2.925990 2.920368 3.068897 -0.727 1.157 0.044
S -1.787735 3.516537 -0.684263 -1.068 -1.405 -0.599
O -3.013085 2.973728 -1.274490 0.666 0.672 0.624
O -1.671700 4.934932 -0.526126 0.000 0.361 0.182
N -0.514857 2.843416 -1.428788 -0.139 0.111 0.127
C 0.165309 3.696237 -2.286044 0.546 0.242 0.187
N -0.417161 4.739589 -2.865674 -0.338 0.451 -1.700
C 0.227427 5.263207 -3.921970 0.256 -0.674 1.362
C 1.499787 4.827610 -4.296177 -0.485 0.735 -0.218
C 2.114158 3.908153 -3.485417 -1.372 -0.146 0.957
N 1.422618 3.347639 -2.468552 1.882 0.071 -0.900
H -2.333344 0.197222 4.726799 0.033 0.270 -0.013
H -3.328718 1.440577 5.151644 -0.745 0.283 0.253
H -0.763751 0.382987 2.962642 0.205 -0.378 0.141
H -0.374097 1.229192 0.696074 -0.562 0.233 0.374
H -3.232738 4.329482 1.450716 -0.065 0.064 0.124
H -3.654769 3.398715 3.749946 0.419 -0.366 -0.449
H -0.252849 6.087806 -4.434790 -0.119 -0.038 -0.001
H 1.973456 5.282963 -5.144521 0.281 -0.048 -0.244
H 3.134047 3.614311 -3.661335 0.237 -0.291 0.168
C 2.167515 -3.612793 3.525279 -0.254 0.019 -0.373
C 1.487552 -2.379935 4.140043 0.035 0.219 0.159
C 1.655911 -2.407539 5.665887 -1.000 0.428 -0.241
C 2.150158 -1.144900 3.527642 -0.857 -0.213 -0.462
C 3.157484 -0.445387 4.153828 0.396 -0.509 0.674
C 3.831725 0.557528 3.495658 -0.008 0.419 -0.704
C 3.491390 0.842776 2.182797 -0.042 -0.119 0.282
C 2.468532 0.164633 1.487304 0.541 1.178 0.400
P 2.211606 0.811577 -0.230374 0.236 -0.339 -0.704
C 3.724786 0.157147 -1.118878 0.005 0.373 1.353
C 3.548627 -0.223312 -2.416389 -0.228 0.019 -0.860
C 4.619566 -0.626414 -3.208991 -0.043 -0.069 -0.227
C 5.887804 -0.688541 -2.687978 0.310 -0.051 1.058
C 6.083283 -0.379927 -1.314003 -0.423 0.144 -1.130
C 5.022192 0.076659 -0.561382 -0.309 -0.147 0.676
C 2.638430 2.583884 0.029752 0.191 -0.355 0.440
C 1.761810 3.335843 0.802865 -0.386 -0.324 -0.255
C 1.947469 4.688222 0.961658 -0.519 0.554 0.622
C 3.051489 5.301591 0.424451 0.826 0.282 -0.515
C 4.008266 4.536447 -0.243300 -0.617 0.231 0.259
C 3.798582 3.183035 -0.452339 -0.432 0.347 0.063
C 1.756134 -0.764859 2.224017 -0.928 -1.121 0.003
O 0.635428 -1.383198 1.630053 0.423 0.073 0.603
C -0.327449 -1.978423 2.462758 0.850 -0.006 -0.142
C -1.614515 -2.133215 1.957838 -0.535 0.203 -0.109
C -2.590605 -2.647127 2.811420 0.388 0.218 0.373
C -2.251353 -3.048526 4.110527 -1.423 -0.332 -0.453
C -0.959056 -2.966721 4.558200 0.696 0.278 -0.158
C 0.027825 -2.428512 3.734421 0.066 0.380 -0.055
P -2.002334 -1.619206 0.218034 -0.012 0.067 0.212
C -3.766046 -1.092329 0.320484 -0.053 -0.049 -0.417
C -4.879678 -1.934800 0.326615 0.193 0.361 -0.052
C -6.154809 -1.396985 0.155429 0.654 -1.209 0.362
C -6.323855 -0.048364 0.006916 0.447 0.804 -0.008
C -5.232919 0.817968 -0.006551 0.220 -0.301 -0.021
C -3.968179 0.275388 0.118779 0.478 -0.047 0.414
C -2.184754 -3.276482 -0.544906 0.330 0.266 0.232
C -1.580313 -4.416938 -0.029409 0.097 0.093 0.030
C -1.582075 -5.593950 -0.745900 -0.106 -0.814 -0.105
C -2.243074 -5.677995 -1.969314 0.093 0.105 -0.198
C -2.850778 -4.538791 -2.486583 0.325 0.002 -0.245
C -2.774733 -3.342000 -1.797575 -0.784 0.779 -0.307
H 3.219286 -3.616322 3.796606 0.180 -0.149 -0.102
H 2.046328 -3.609114 2.434527 0.256 0.134 0.160
H 1.677884 -4.523732 3.857134 0.023 -0.178 0.310
H 2.679944 -2.498452 5.922189 1.088 -0.172 0.234
H 1.141280 -3.271139 6.095940 0.133 0.197 0.003
H 1.289906 -1.470231 6.127879 -0.037 -0.512 -0.191
H 3.483671 -0.726336 5.161658 -0.274 0.148 -0.395
H 4.614511 1.122748 3.979883 0.039 0.006 0.065
H 3.986571 1.661724 1.676395 0.077 -0.131 0.150
H 2.582007 -0.152194 -2.891805 -0.009 -0.079 0.174
H 4.408930 -0.871587 -4.239649 0.129 -0.007 -0.117
H 6.725456 -1.001513 -3.301640 -0.042 0.019 0.057
H 7.059439 -0.451479 -0.869881 0.269 -0.036 0.072
H 5.197515 0.325337 0.498496 -0.145 -0.123 -0.700
H 0.864796 2.898078 1.221767 0.239 -0.047 0.014
H 1.218893 5.269456 1.531254 0.123 -0.176 -0.257
H 3.192703 6.380822 0.461499 -0.085 -0.210 0.249
H 4.881717 5.040772 -0.606878 0.374 -0.022 -0.303
H 4.491193 2.632961 -1.047142 0.417 -0.391 -0.254
H -3.627175 -2.655757 2.471046 0.319 -0.238 0.137
H -3.043084 -3.482166 4.728870 0.336 0.221 -0.034
H -0.666418 -3.298724 5.544838 -0.323 -0.060 -0.036
H -4.740259 -3.002043 0.423087 -0.061 -0.130 -0.041
H -6.985228 -2.090129 0.154272 -0.214 0.155 -0.044
H -7.305044 0.327422 -0.103395 -0.932 0.468 -0.165
H -5.288583 1.888945 -0.154883 -0.330 -0.040 -0.035
H -3.093380 0.920529 0.094553 -0.341 -0.082 -0.204
H -1.070044 -4.403908 0.921016 0.038 0.133 0.172
H -1.071674 -6.461162 -0.318254 -0.179 0.181 -0.240
H -2.236726 -6.588395 -2.567108 0.010 0.079 0.275
H -3.271515 -4.526819 -3.488620 -0.068 -0.146 0.196
H -3.213737 -2.423564 -2.242397 0.435 -0.680 0.211
S 2.531029 1.246765 -6.175404 -0.221 -0.041 0.595
C 1.646269 1.159464 -4.792709 0.155 0.054 -0.790
N 1.015552 1.127863 -3.813234 0.304 -0.050 -0.559
C 0.762950 -2.551106 -2.553305 0.228 -0.203 -0.550
C -0.350544 -1.910209 -3.297280 0.130 0.337 0.893
C -1.006960 -2.417628 -4.373773 -0.321 -0.290 -0.447
C -2.039831 -1.489239 -4.695513 0.018 -0.128 -0.271
C -1.929753 -0.472261 -3.785535 0.098 0.638 0.450
C -2.625907 0.838640 -3.720600 -0.662 0.460 0.448
N -0.914385 -0.715592 -2.890249 0.098 -0.209 -0.127
H 0.717322 -3.634008 -2.675773 -0.037 -0.064 0.113
H 0.721234 -2.314722 -1.506657 -0.012 0.114 0.718
H 1.734562 -2.241790 -2.934424 0.203 0.077 0.019
H -0.778950 -3.389874 -4.803332 -0.167 0.245 -0.081
H -2.743754 -1.501721 -5.517214 0.049 -0.119 0.050
H -3.446759 0.894531 -4.436668 -0.006 -0.061 -0.042
H -1.962418 1.682703 -3.947368 0.071 -0.075 -0.066
H -3.055302 1.067098 -2.721176 0.253 -0.254 -0.494
```
Positions in Å, forces in eV/Å.

---

> Among the records above, which one has the lowest net charge?

C56H49N6O3P2S2Zn